61
Properties=species:S:1:pos:R:3 method="wB97M-V/def2-TZVPD" spin_multiplicity=5 orbital_gap_ev="1.49 / 7.95" charge=-1
C -1.43776 -5.88526 -2.20550
O -0.12511 -5.44161 -1.81291
C -0.06827 -4.40955 -0.93434
C 1.22116 -4.08348 -0.44153
C 1.35726 -3.06755 0.46230
C 0.22135 -2.33490 0.94021
C 0.42578 -1.33694 1.90757
C -0.63068 -0.62277 2.57946
C -0.78642 -0.47028 4.03542
C -1.86253 0.44350 4.28917
C -2.39144 0.89413 3.01492
C -1.65264 0.24391 1.96058
Fe -0.44432 1.25398 3.14469
C 0.97817 1.88993 1.90400
C 1.52081 1.53411 3.19649
C 0.83374 2.32300 4.19903
C -0.14151 3.16531 3.51821
C -0.05255 2.88856 2.09756
C -1.06736 -2.69233 0.43822
C -1.21427 -3.70729 -0.48288
H -1.24287 -6.69146 -2.90792
H -1.99581 -6.25757 -1.33377
H -1.99773 -5.07632 -2.69628
H 2.06024 -4.67430 -0.80667
H 2.34713 -2.80811 0.84528
H 1.42442 -1.26502 2.35520
H -0.20606 -1.04274 4.75548
H -2.27450 0.69516 5.25899
H -3.24332 1.55554 2.88285
H -1.79028 0.33515 0.88566
H 1.34119 1.55934 0.94144
H 2.34975 0.85658 3.37257
H 1.06999 2.33457 5.25914
H -0.76894 3.92229 3.98310
H -0.58591 3.38903 1.29123
H -1.95660 -2.17015 0.79480
H -2.20553 -3.99221 -0.84501
C -1.48733 2.77136 -4.85657
O -0.81691 2.08131 -3.80434
C -1.63198 1.82798 -2.66511
C -1.05600 0.58045 -2.00425
N 0.13152 0.91440 -1.28556
C 1.25206 0.02696 -1.47566
C 2.53391 0.82416 -1.66221
O 2.32936 2.10654 -1.07909
C 3.45397 2.96678 -1.11514
H -0.86050 2.69573 -5.75402
H -2.47843 2.33655 -5.08324
H -1.63307 3.83594 -4.61036
H -1.55473 2.68043 -1.96729
H -2.68941 1.64232 -2.91830
H -1.78271 0.15356 -1.30034
H -0.84409 -0.19318 -2.76200
H 0.39456 1.89968 -1.35870
H 1.34659 -0.59461 -0.57168
H 1.08800 -0.63354 -2.34144
H 3.35944 0.30084 -1.14860
H 2.72432 0.90150 -2.74765
H 3.13061 3.88461 -0.61470
H 4.31354 2.53316 -0.57364
H 3.76868 3.20280 -2.14689